(1)
98
Properties=species:S:1:pos:R:3:forces:R:3:mulliken_charge:R:1 method="wB97M-V/def2-TZVPD" total_energy_ev=-56943.9750 homo_ev=-8.265 lumo_ev=-0.6
Ag 1.7703 2.2197 1.1058 14.498 1.885 6.811 0.043
C 0.4927 0.1780 0.6182 -0.001 -1.677 -0.914 0.838
O 0.2623 1.2482 1.4644 -1.978 -9.126 -7.085 -0.359
H 1.0849 0.4394 -0.2588 -0.508 -0.088 -0.018 -0.880
H 1.0646 -0.5938 1.1333 0.429 1.302 -0.643 0.461
H -0.4642 -0.2639 0.3403 0.767 -0.636 0.040 0.516
C -4.1701 -1.2307 -3.9438 0.012 -1.789 -0.271 -1.927
C -3.0618 -0.7819 -2.9743 -0.816 0.167 -0.681 0.715
C -1.8086 -1.6380 -2.7650 -2.721 0.766 -1.802 -1.045
O -1.1836 -1.1737 -1.6399 0.953 -0.086 0.640 0.528
C 0.2313 -1.3392 -1.6903 -2.519 3.194 0.841 -1.344
N -2.8169 0.6157 -3.4106 -1.776 -5.048 -2.525 -0.929
H -4.3868 -2.2932 -3.8339 -0.129 -0.214 0.065 0.453
H -4.0440 -1.0646 -5.0137 0.682 0.176 0.032 0.355
H -5.1003 -0.7159 -3.7034 -0.044 0.083 0.236 0.464
H -3.6687 -0.7464 -2.0695 0.491 -0.303 0.951 0.007
H -1.3055 -1.4296 -3.7092 0.891 -0.407 0.004 0.433
H -2.1630 -2.6665 -2.6972 0.461 -0.456 0.097 0.287
H 0.5732 -1.2787 -0.6571 -1.845 0.065 -1.798 -1.490
H 0.6913 -0.4607 -2.1429 -0.229 -0.159 -0.470 0.336
H 0.6082 -2.2349 -2.1839 -4.039 5.765 1.797 1.210
H -3.8173 0.6581 -3.5424 -0.053 2.375 -0.611 0.349
H -2.4915 1.2044 -2.6571 -1.448 -2.721 -3.718 0.243
C 0.0655 1.8250 -1.9901 5.490 0.947 0.044 -1.546
C 1.2358 2.5824 -1.2734 -0.318 -0.870 -2.452 1.842
C 1.7618 3.8054 -2.0840 0.674 -1.834 0.122 -0.764
O 2.8124 3.3649 -2.9145 0.107 -0.586 -0.279 -0.311
C 3.2468 4.3959 -3.7569 -0.273 0.774 -0.423 -0.829
N 0.6999 3.0440 -0.0030 -3.744 7.899 -9.256 -0.312
H 0.4116 1.3504 -2.9083 -0.026 0.316 -0.223 1.213
H -0.7238 2.5506 -2.1865 2.811 0.180 -0.012 0.854
H -0.2988 1.0067 -1.3690 0.759 0.584 -1.641 -0.301
H 2.0060 1.8727 -0.9713 0.894 0.207 -1.430 -0.747
H 2.1637 4.5499 -1.3967 -0.052 0.380 0.255 0.400
H 0.9674 4.2285 -2.6988 -0.298 0.135 0.120 0.494
H 3.7759 4.1042 -4.6641 0.109 -0.837 0.352 0.269
H 3.8946 5.0916 -3.2236 -0.029 0.234 0.129 0.304
H 2.3636 4.9108 -4.1352 -0.046 0.462 -0.012 0.341
H -0.3074 3.1030 -0.0479 1.708 -0.184 -0.414 -0.448
H 0.9283 4.0270 -0.0428 -0.259 0.783 0.422 0.498
C -2.0548 -4.5764 3.5619 0.353 0.036 -1.216 -1.473
C -1.5614 -3.1886 3.7965 2.103 1.260 1.134 0.552
C -1.6722 -2.0966 2.7196 -1.755 -1.375 -1.081 0.111
O -1.3045 -2.6124 1.4707 0.436 -0.474 0.132 -0.371
C 0.0857 -2.6005 1.2473 -0.684 -0.408 -0.459 0.078
N -2.1591 -2.6850 4.9965 -0.971 1.109 0.971 -0.745
H -2.0277 -5.1723 4.4741 -0.656 0.470 0.159 0.395
H -1.3609 -5.1247 2.9247 -0.302 0.141 -0.612 0.285
H -3.0168 -4.4024 3.0798 -0.346 -1.074 0.122 0.334
H -0.5161 -3.2439 4.1004 0.494 -0.175 -0.425 0.347
H -1.2326 -1.1239 2.9404 -0.040 -1.102 -0.085 -0.127
H -2.7119 -1.8482 2.5065 -0.670 -0.210 0.612 0.396
H 0.3198 -1.5361 1.2617 -0.122 -2.522 -0.113 0.300
H 0.1278 -3.1249 0.2927 0.523 0.436 -0.138 0.395
H 0.8064 -3.1039 1.8918 -0.535 -0.481 0.820 0.146
H -1.6204 -1.8878 5.3037 0.261 -0.059 0.597 0.265
H -3.0079 -2.2198 4.7080 -0.826 -0.127 0.252 0.290
C 4.7522 -0.8256 -0.3141 0.558 -0.721 -1.563 -1.835
C 3.3209 -0.8684 0.1639 1.017 0.784 0.266 0.937
C 2.5090 -1.9466 -0.6221 1.506 0.012 2.044 -0.081
O 2.4688 -1.7928 -2.0322 0.622 -0.441 0.827 -0.530
C 1.8117 -2.8827 -2.6684 4.443 -2.158 -1.873 -0.870
N 3.3817 -0.9143 1.6729 0.571 -2.804 -2.877 -0.563
H 4.6970 -0.6573 -1.3896 0.307 0.462 -0.126 0.380
H 5.2793 -1.7786 -0.2679 -0.401 -0.430 0.399 0.389
H 5.4780 -0.1485 0.1363 -0.586 0.518 0.198 0.342
H 2.9127 0.1316 0.0176 -0.154 0.160 -1.086 -0.258
H 1.4689 -1.9184 -0.2974 2.267 -1.332 0.796 0.529
H 3.0378 -2.8419 -0.2950 -0.227 -0.669 -0.351 0.743
H 0.7970 -3.0590 -2.3115 2.042 -5.119 -1.223 0.376
H 2.4243 -3.7804 -2.5853 0.170 -0.192 0.051 0.456
H 1.8232 -2.5673 -3.7117 -0.539 -0.307 -0.062 0.313
H 3.9324 -0.0757 1.7894 -0.121 -0.103 0.872 0.422
H 2.4381 -0.8445 2.0262 1.161 -0.186 0.118 0.267
C -1.2875 3.1950 2.3862 -0.789 3.436 -0.879 -0.049
O -1.5241 4.1370 3.0570 -1.798 4.897 1.648 -0.793
N -1.3058 3.0344 1.0867 -4.092 3.649 -2.756 0.102
N -0.8125 2.1563 2.8227 -1.356 -4.269 10.574 0.122
H -1.3809 3.7960 0.4277 -1.224 0.601 0.871 0.172
H -1.1355 2.1297 0.6712 -1.065 2.521 2.091 -0.381
H -0.8593 2.0177 3.8221 0.045 0.313 -0.034 0.381
H -0.5055 1.4621 2.1564 -2.692 -0.398 2.336 0.471
C 1.4394 -0.0063 3.9655 0.817 -1.194 6.961 -0.141
O 2.1299 -0.2128 5.0053 -0.980 0.300 -2.378 -0.804
N 0.1292 -0.2349 3.8905 -1.021 -0.132 -0.279 -0.413
N 1.8302 0.5082 2.8526 4.684 1.802 1.665 -0.804
H -0.5003 -0.6316 4.5736 0.733 0.412 -0.109 -0.177
H -0.1626 0.2076 3.0308 -1.317 -0.714 1.095 -0.168
H 2.8137 0.7341 2.8948 -0.288 0.078 -0.056 0.306
H 1.1854 0.6220 2.0835 0.661 -0.056 1.635 0.428
C -2.4220 1.6580 -1.1509 0.437 1.266 1.866 0.278
O -2.0210 2.1495 -2.1914 -2.698 6.002 2.846 -0.627
N -1.6781 1.1027 -0.1773 -2.799 -1.814 -1.624 0.273
N -3.7098 1.5836 -0.9401 -1.911 -0.365 1.721 -0.172
H -2.2475 0.6988 0.5526 0.660 -0.178 0.305 0.758
H -0.6853 1.2433 -0.0565 -1.281 -0.812 -0.810 -1.709
H -4.3469 2.1474 -1.4844 0.130 -0.194 0.218 0.338
H -3.8693 1.3552 0.0307 -1.337 0.271 -0.266 0.187

(2)
95
Properties=species:S:1:pos:R:3:forces:R:3:mulliken_charge:R:1 method="wB97M-V/def2-TZVPD" de_lowest_kcal_mol=43.8 total_energy_ev=-50916.3320 homo_ev=-18.457 lumo_ev=-9.6 total_charge=+4
B -0.3390 0.5079 0.4760 -0.473 1.088 0.120 0.403
F 0.9751 0.7406 -0.0621 0.377 -0.414 -0.006 -0.316
F -1.1170 -0.0867 -0.5310 0.167 -0.230 0.016 -0.379
F -0.2811 -0.2396 1.6440 0.342 -0.363 -0.386 -0.242
F -0.8702 1.7828 0.7570 0.183 -0.189 -0.137 -0.374
C 4.9585 1.8300 -1.9150 0.677 -0.903 1.514 -1.648
C 4.1855 1.1054 -2.9930 -0.055 2.288 -1.120 0.432
C 5.0810 0.3554 -3.9557 1.495 -0.432 0.385 -0.759
O 4.4366 -0.6788 -4.6394 -0.137 0.373 0.016 -0.385
C 5.3631 -1.3389 -5.5363 -0.878 -0.511 -0.528 -0.718
N 3.0985 0.2414 -2.4496 0.251 -0.414 0.965 -0.231
H 3.5116 -0.4445 -1.8077 0.042 0.047 -0.083 0.393
H 2.4609 0.8101 -1.8847 -0.203 -0.185 -0.113 0.199
H 2.5955 -0.3176 -3.1451 0.206 0.333 -0.406 0.452
H 4.3769 2.3032 -1.1163 -0.530 -0.241 -0.250 0.399
H 5.5546 2.6691 -2.2688 0.128 -0.333 -0.545 0.387
H 5.6116 1.1018 -1.4186 0.247 0.315 0.053 0.433
H 3.7215 1.9832 -3.4575 -0.699 -0.770 -0.683 0.233
H 5.9276 -0.0748 -3.3913 -0.224 -0.124 0.298 0.437
H 5.6275 1.0559 -4.5994 -0.586 0.243 -0.232 0.465
H 5.3389 -0.9002 -6.5341 0.208 0.534 0.208 0.302
H 4.9672 -2.3387 -5.7023 0.184 -0.127 0.357 0.257
H 6.3686 -1.3663 -5.1250 0.023 -0.030 0.045 0.349
C 1.5743 1.0205 4.2540 -0.336 0.216 0.431 -1.282
C 2.3035 2.2377 3.8071 -0.134 1.786 -1.655 0.117
C 3.7731 2.4039 4.2364 -1.110 -0.391 0.034 -0.666
O 4.3956 3.3070 3.3769 -0.159 -0.494 -1.147 -0.365
C 5.8215 3.1876 3.3088 0.387 -0.060 1.440 -0.752
N 2.2826 2.2798 2.2346 0.959 -0.985 0.347 -0.258
H 2.6602 1.3899 1.9024 0.036 0.039 -0.025 0.278
H 1.3853 2.3619 1.7518 -0.187 0.381 0.467 0.222
H 2.9692 2.9946 1.9651 -0.108 0.228 0.047 0.430
H 0.6236 0.9414 3.7265 0.031 -0.169 -0.032 0.302
H 1.3187 1.1555 5.3062 0.193 -0.329 0.056 0.429
H 2.1862 0.1300 4.1030 -0.130 -0.098 0.140 0.335
H 1.7993 3.1859 4.0006 -0.276 -0.227 0.449 0.436
H 4.1865 1.3896 4.2084 0.610 0.198 0.191 0.397
H 3.7191 2.8166 5.2478 0.321 -0.396 0.200 0.408
H 6.2006 3.5934 2.3784 -0.166 0.298 0.074 0.267
H 6.1873 2.1624 3.4340 -0.432 -0.172 -0.337 0.358
H 6.1953 3.6916 4.2054 0.402 0.345 -0.467 0.308
C -5.9269 -3.8260 2.5403 -0.358 1.270 -0.260 -1.360
C -5.5262 -2.3680 2.8974 0.620 -1.394 0.335 0.157
C -5.2900 -1.5198 1.6793 -0.103 1.234 -2.002 -0.537
O -5.1726 -0.1411 1.9616 -0.306 0.115 1.004 -0.409
C -4.8829 0.7123 0.8268 -1.082 -1.204 0.877 -0.580
N -6.5742 -1.7238 3.7453 1.151 1.665 1.298 -0.209
H -6.5112 -1.9725 4.7421 -0.848 -1.301 -0.398 0.365
H -6.2991 -0.7432 3.9413 -0.256 0.203 -1.246 0.356
H -7.5021 -1.7335 3.3193 -0.172 -0.174 0.421 0.370
H -5.3401 -4.0743 1.6581 -0.067 -0.412 0.058 0.349
H -6.9842 -3.8333 2.2683 0.029 -0.185 -0.223 0.432
H -5.7914 -4.5461 3.3421 0.233 0.112 0.054 0.389
H -4.6264 -2.4493 3.5091 -0.021 0.493 0.110 0.263
H -6.1088 -1.6409 0.9529 -0.251 -0.231 0.194 0.425
H -4.4051 -1.7724 1.0813 0.163 -0.799 0.519 0.240
H -5.5931 0.4758 0.0312 0.249 -0.145 -0.287 0.372
H -3.8479 0.5117 0.5614 0.125 0.529 -0.331 0.050
H -5.1536 1.7085 1.1582 0.647 0.198 0.018 0.320
C -2.3477 0.5726 -3.8600 0.370 0.290 0.264 -1.327
C -1.4335 1.7979 -3.7296 -1.349 -1.322 1.610 0.201
C -1.7764 2.8562 -4.7524 1.420 0.956 1.155 -0.636
O -0.7298 3.8131 -4.6005 0.065 -0.122 -0.595 -0.319
C -0.7487 4.7830 -5.6397 -0.194 0.611 -1.320 -0.795
N -1.6927 2.3648 -2.2982 0.673 1.143 -1.474 -0.220
H -2.6462 2.7252 -2.2575 -0.069 -0.255 0.502 0.389
H -1.4207 1.7303 -1.5437 -0.515 -0.181 0.045 0.051
H -1.0677 3.1781 -2.2705 -0.232 0.171 0.291 0.437
H -3.3567 0.9558 -4.0164 -0.100 -0.350 -0.314 0.380
H -2.3667 -0.0409 -2.9577 0.148 0.104 0.077 0.303
H -2.0124 -0.0782 -4.6644 -0.261 0.179 -0.245 0.408
H -0.3819 1.5566 -3.5913 0.139 -0.022 -0.996 0.247
H -2.6747 3.4207 -4.4744 -0.550 -0.654 -0.281 0.403
H -1.8598 2.3981 -5.7395 0.071 0.190 -0.110 0.476
H -0.0208 5.5743 -5.4871 0.055 -0.169 0.528 0.271
H -1.7240 5.2514 -5.8082 -0.144 -0.022 0.637 0.319
H -0.5287 4.3682 -6.6300 0.249 -0.480 0.247 0.335
C -0.9099 -4.4523 -0.4519 0.670 -0.953 0.871 -1.584
C -0.7346 -3.5273 0.7511 -0.589 -0.522 -0.651 0.764
C -0.9860 -4.2063 2.1075 -0.050 0.650 -0.467 -0.823
O -0.8152 -3.1718 3.0403 0.171 -0.206 0.133 -0.248
C -1.0485 -3.5138 4.4216 -0.360 1.751 -0.146 -0.802
N 0.6442 -2.9200 0.8012 1.172 -0.304 -0.036 -0.092
H 1.3576 -3.6406 0.9676 -0.367 -0.220 0.512 0.462
H 1.0271 -2.5129 -0.0538 -0.899 0.348 -0.200 0.325
H 0.7042 -2.2256 1.5555 -0.276 -0.009 0.044 0.162
H -1.8677 -4.9660 -0.3702 -0.187 0.335 -0.147 0.416
H -0.2015 -5.2819 -0.3516 0.151 0.061 -0.259 0.448
H -0.7989 -4.0129 -1.4395 -0.081 0.276 0.108 0.408
H -1.4434 -2.7091 0.6414 0.255 0.325 0.285 -0.143
H -0.3310 -5.0543 2.3316 0.087 -0.088 -0.283 0.422
H -2.0205 -4.5637 2.0488 0.002 -0.117 0.256 0.421
H -1.7056 -4.3737 4.5114 0.331 -0.230 0.225 0.394
H -1.5530 -2.6172 4.7994 -0.356 -0.337 0.124 0.219
H -0.1277 -3.4918 5.0029 0.154 -0.929 -0.229 0.280